37
Properties=species:S:1:pos:R:3:mulliken_charge:R:1 method="wB97M-V/def2-TZVPD" e_homo_ev=-14.795 largest_force_ev_per_a=1.56 charge=+2 total_energy_ev=-68951.7045 gap_ev=7.070
Sc 0.18 0.09 -0.16 1.03
Cl -3.01 -6.31 0.76 -0.14
C -2.48 -4.73 0.35 0.02
C -2.88 -4.15 -0.87 -0.49
C -2.49 -2.88 -1.23 -0.62
C -1.65 -2.14 -0.40 0.57
O -1.26 -0.92 -0.74 -0.46
C -1.22 -2.73 0.84 0.73
C -0.35 -2.04 1.71 0.15
O 0.20 -0.92 1.47 -0.59
C -1.67 -4.02 1.19 -0.92
H -3.53 -4.72 -1.53 0.46
H -2.83 -2.43 -2.15 0.48
H -0.12 -2.50 2.68 0.47
H -1.36 -4.45 2.14 0.45
N 3.74 1.56 0.02 -0.35
C 2.64 2.30 0.22 0.73
N 1.41 1.83 0.09 -0.22
C 0.47 2.84 0.40 0.41
C -0.91 2.66 0.40 -0.57
C -1.72 3.74 0.71 -1.01
C -1.15 4.98 1.02 -0.57
C 0.22 5.16 1.02 -0.59
C 1.03 4.07 0.71 0.47
S 2.77 3.97 0.65 -0.20
H 3.69 0.57 -0.10 0.15
H 4.65 1.96 0.17 0.24
H -1.37 1.69 0.16 0.90
H -2.79 3.63 0.72 0.45
H -1.80 5.81 1.26 0.42
H 0.65 6.12 1.26 0.44
C 2.42 -1.17 -2.35 -0.69
O 1.42 -1.28 -1.29 -0.37
H 1.97 -1.41 -3.31 0.35
H 3.24 -1.85 -2.15 0.32
H 2.78 -0.14 -2.37 0.28
H 1.10 -2.19 -1.32 0.26


39
Properties=species:S:1:pos:R:3:mulliken_charge:R:1 method="wB97M-V/def2-TZVPD" e_homo_ev=-7.872 largest_force_ev_per_a=5.40 e_above_lowest_kcal_mol=35.4 total_energy_ev=-35479.0673 gap_ev=7.418 smiles=Cn1cnc(-c2nccc3c(O)nc(OCCCC(F)(F)F)nc23)c1
C 4.63 0.23 -1.66 -0.88
N 3.40 0.39 -0.81 0.08
C 2.37 -0.51 -0.69 -0.23
N 1.40 -0.05 -0.03 -0.31
C 1.63 1.36 0.18 -0.26
C 0.67 2.47 0.61 0.57
N 1.04 3.74 0.18 -0.60
C 0.22 4.69 0.55 -0.31
C -1.03 4.52 1.18 -0.62
C -1.30 3.26 1.71 0.40
C -2.47 2.94 2.42 0.75
O -3.53 3.84 2.67 -0.55
N -2.77 1.76 2.85 -0.54
C -2.00 0.82 2.51 0.28
O -2.43 -0.31 2.94 -0.44
C -1.62 -1.51 2.86 -0.68
C -1.52 -2.23 1.47 -0.52
C -2.98 -2.38 0.81 -0.88
C -2.91 -3.17 -0.47 0.92
F -3.97 -4.01 -0.50 -0.27
F -2.74 -2.33 -1.59 -0.28
F -1.82 -4.05 -0.59 -0.30
N -0.86 0.88 1.82 -0.29
C -0.50 2.17 1.46 -0.15
C 2.95 1.56 -0.30 -0.17
H 4.34 0.23 -2.75 0.29
H 5.23 1.09 -1.47 0.35
H 5.11 -0.68 -1.33 0.33
H 2.42 -1.52 -1.09 0.44
H 0.44 5.69 0.33 0.47
H -1.72 5.35 1.44 0.38
H -4.22 3.34 3.13 0.37
H -0.58 -1.44 3.23 0.40
H -2.12 -2.23 3.50 0.36
H -1.03 -1.45 0.80 0.15
H -0.91 -3.10 1.46 0.64
H -3.13 -1.40 0.36 0.27
H -3.81 -2.63 1.45 0.43
H 3.35 2.55 -0.50 0.41


33
Properties=species:S:1:pos:R:3:mulliken_charge:R:1 method="wB97M-V/def2-TZVPD" e_homo_ev=-13.318 largest_force_ev_per_a=1.88 charge=+1 total_energy_ev=-25974.7259 gap_ev=8.654
F 5.24 1.60 0.10 -0.24
C 5.00 0.40 0.72 0.82
F 5.82 -0.52 0.12 -0.26
F 5.44 0.53 2.02 -0.23
C 3.55 0.02 0.66 0.41
C 3.19 -1.27 0.29 -0.67
C 1.84 -1.56 0.11 -0.78
C 0.85 -0.60 0.36 0.16
C -0.56 -0.94 0.07 0.04
C -1.69 -0.05 0.38 0.47
C -2.87 -0.64 0.87 -0.21
C -4.05 0.10 0.95 -0.66
C -4.06 1.45 0.57 -0.44
C -2.87 2.06 0.16 -0.81
C -1.69 1.33 0.06 -0.33
C 1.25 0.64 0.89 -0.01
C 2.59 0.97 1.00 -1.23
H 3.94 -2.03 0.12 0.47
H 1.54 -2.56 -0.22 0.41
H -0.78 -2.01 0.18 0.46
H -2.85 -1.69 1.15 0.38
H -4.96 -0.39 1.30 0.41
H -4.99 2.02 0.60 0.42
H -2.86 3.12 -0.10 0.40
H -0.77 1.80 -0.29 0.54
H 0.50 1.37 1.21 0.71
H 2.89 1.95 1.36 0.42
C -1.82 -0.89 -2.54 -0.62
O -0.61 -1.07 -1.76 -0.34
H -2.18 0.15 -2.50 0.30
H -1.59 -1.17 -3.58 0.31
H -2.57 -1.57 -2.13 0.30
H 0.13 -0.56 -2.14 0.41


36
Properties=species:S:1:pos:R:3:mulliken_charge:R:1 method="wB97M-V/def2-TZVPD" e_homo_ev="-14.826 / -14.852" s_squared=8.7974 largest_force_ev_per_a=0.34 multiplicity=6 e_above_lowest_kcal_mol=0.0 charge=+2 total_energy_ev=-53146.8806 gap_ev="8.656 / 5.408"
Ru 0.06 0.08 0.96 0.85
C 2.27 0.45 2.18 -0.89
C 1.35 1.20 2.93 -0.15
C 0.72 2.30 2.34 -0.36
C 0.98 2.64 1.01 -0.66
C 1.89 1.88 0.26 -0.22
C 2.54 0.79 0.84 -0.12
H 2.79 -0.38 2.64 0.47
H 1.18 0.96 3.96 0.43
H 0.04 2.91 2.93 0.50
H 0.49 3.49 0.56 0.46
H 2.10 2.15 -0.77 0.45
H 3.27 0.24 0.28 0.50
S -1.73 -1.65 1.63 -0.26
C -0.57 -2.69 1.06 0.58
N 0.60 -2.19 0.56 -0.07
C 1.40 -3.16 0.11 -0.11
C 2.66 -2.97 -0.51 -0.38
C 3.35 -4.07 -0.91 -0.64
C 2.82 -5.38 -0.72 -0.42
C 1.60 -5.60 -0.12 -0.62
C 0.88 -4.48 0.29 1.03
S -0.66 -4.42 1.03 -0.09
H 3.05 -1.97 -0.67 0.33
H 4.32 -3.97 -1.39 0.43
H 3.41 -6.23 -1.05 0.42
H 1.22 -6.60 0.01 0.44
N -3.18 1.70 0.74 -0.23
C -2.44 1.59 -0.34 0.73
O -1.26 1.14 -0.31 -0.63
C -3.01 1.96 -1.68 -1.08
I -4.25 3.68 -1.68 0.19
H -2.84 1.44 1.65 0.20
H -4.08 2.16 0.68 0.14
H -3.61 1.13 -2.03 0.40
H -2.19 2.12 -2.37 0.39


37
Properties=species:S:1:pos:R:3:mulliken_charge:R:1 method="wB97M-V/def2-TZVPD" e_homo_ev=-7.741 largest_force_ev_per_a=1.36 e_above_lowest_kcal_mol=2.1 total_energy_ev=-31047.2607 gap_ev=7.830
O 2.22 1.59 1.51 -0.58
C 3.06 1.80 0.68 0.61
O 3.19 2.97 0.05 -0.47
C 4.06 0.78 0.19 -0.50
C 3.44 0.04 -1.01 -0.87
N 2.19 -0.59 -0.64 -0.04
C 1.04 0.09 -0.72 0.77
O 0.96 1.17 -1.31 -0.81
C -0.20 -0.53 -0.16 0.16
C -0.38 -1.57 0.69 -0.38
C 0.47 -2.46 1.41 -0.03
C 0.06 -3.42 2.30 -0.59
C 1.21 -4.05 2.80 -0.57
C 2.26 -3.44 2.18 -0.57
O 1.83 -2.48 1.35 -0.36
N -1.29 0.19 -0.63 -0.04
C -2.62 0.03 -0.44 0.48
O -3.14 -0.87 0.20 -0.75
C -3.43 1.06 -1.10 0.25
C -4.79 1.22 -1.14 -0.51
C -5.03 2.37 -1.91 -0.43
C -3.81 2.83 -2.30 -0.47
O -2.83 2.05 -1.82 -0.32
H 2.47 3.57 0.29 0.37
H 4.28 0.08 0.99 0.31
H 4.97 1.29 -0.13 0.37
H 3.23 0.75 -1.81 0.38
H 4.13 -0.73 -1.37 0.38
H 2.25 -1.39 -0.03 0.47
H -1.42 -1.77 0.93 0.51
H -0.96 -3.64 2.57 0.55
H 1.26 -4.85 3.51 0.46
H 3.32 -3.59 2.25 0.47
H -0.98 1.00 -1.18 0.33
H -5.51 0.59 -0.66 0.52
H -5.98 2.80 -2.16 0.45
H -3.51 3.67 -2.89 0.45


33
Properties=species:S:1:pos:R:3:mulliken_charge:R:1 method="wB97M-V/def2-TZVPD" e_homo_ev=-8.380 largest_force_ev_per_a=2.74 e_above_lowest_kcal_mol=31.6 total_energy_ev=-21741.3250 gap_ev=6.627 smiles="N#CC(C#N)=c1ccc2c(c1)NC1(CCCCC1)N=2"
N 3.04 5.07 -2.62 -0.54
C 3.05 3.94 -2.77 -0.02
C 3.06 2.53 -2.99 0.63
C 3.68 2.08 -4.19 -0.01
N 4.21 1.70 -5.15 -0.51
C 2.34 1.69 -2.19 1.21
C 2.34 0.23 -2.36 -0.80
C 1.70 -0.59 -1.43 -0.85
C 0.96 0.01 -0.31 0.46
C 0.82 1.43 -0.21 0.13
C 1.50 2.22 -1.10 -0.85
N 0.01 1.70 0.84 -0.31
C -0.28 0.43 1.52 1.26
C 0.35 0.42 2.94 -1.02
C 0.05 -0.86 3.71 -0.69
C -1.47 -1.01 3.78 -0.62
C -2.05 -1.23 2.38 -0.59
C -1.79 0.02 1.51 -1.11
N 0.38 -0.59 0.70 -0.73
H 2.89 -0.26 -3.15 0.39
H 1.67 -1.66 -1.52 0.46
H 1.35 3.29 -0.95 0.36
H 0.15 2.52 1.41 0.34
H 1.44 0.53 2.81 0.36
H -0.07 1.24 3.50 0.40
H 0.48 -0.79 4.70 0.36
H 0.47 -1.71 3.20 0.32
H -1.96 -0.14 4.25 0.31
H -1.72 -1.89 4.39 0.33
H -3.15 -1.41 2.43 0.35
H -1.59 -2.13 1.94 0.32
H -2.33 0.87 1.93 0.30
H -2.07 -0.17 0.48 0.36


36
Properties=species:S:1:pos:R:3:mulliken_charge:R:1 method="wB97M-V/def2-TZVPD" e_homo_ev=-8.731 largest_force_ev_per_a=1.14 e_above_lowest_kcal_mol=30.1 total_energy_ev=-36673.0626 gap_ev=9.128 smiles="COC(=O)CSc1ncnc2c1cnn2Cc1ccccc1"
C -6.90 -0.62 -0.88 -0.63
O -6.09 -0.54 0.28 -0.32
C -4.89 0.03 0.11 0.62
O -4.48 0.47 -0.92 -0.54
C -4.12 0.02 1.42 -0.51
S -2.83 1.29 1.40 -0.19
C -1.58 0.42 0.55 0.46
N -1.74 -0.88 0.33 -0.46
C -0.80 -1.54 -0.33 -0.43
N 0.33 -1.08 -0.81 -0.50
C 0.51 0.23 -0.58 0.70
C -0.42 1.06 0.11 0.18
C 0.20 2.33 0.09 -0.59
N 1.35 2.27 -0.53 -1.08
N 1.54 1.01 -0.94 0.94
C 2.76 0.61 -1.59 -1.43
C 3.75 0.12 -0.56 0.74
C 3.65 -1.17 -0.07 -0.18
C 4.52 -1.62 0.91 -0.67
C 5.50 -0.77 1.40 -0.40
C 5.60 0.52 0.91 -0.54
C 4.73 0.97 -0.06 -0.44
H -7.10 0.38 -1.28 0.29
H -7.83 -1.09 -0.57 0.22
H -6.41 -1.22 -1.65 0.29
H -3.62 -0.95 1.53 0.31
H -4.79 0.20 2.26 0.43
H -0.99 -2.59 -0.48 0.43
H -0.17 3.25 0.50 0.48
H 3.15 1.48 -2.12 0.46
H 2.51 -0.19 -2.29 0.43
H 2.88 -1.83 -0.45 0.43
H 4.44 -2.62 1.29 0.37
H 6.19 -1.12 2.16 0.37
H 6.36 1.19 1.30 0.37
H 4.80 1.98 -0.43 0.36


36
Properties=species:S:1:pos:R:3:mulliken_charge:R:1 method="wB97M-V/def2-TZVPD" e_homo_ev=-8.760 largest_force_ev_per_a=1.36 total_energy_ev=-94964.2477 gap_ev=9.196 smiles="Cc1ccc(CNC(=O)CNC(=O)c2ccc(Br)o2)cc1"
C 6.00 -1.01 -0.57 -1.40
C 4.66 -0.59 -0.03 0.92
C 4.16 0.68 -0.33 -0.67
C 2.94 1.08 0.18 -0.35
C 2.19 0.24 0.99 0.75
C 0.85 0.69 1.50 -1.33
N -0.10 0.81 0.41 0.02
C -0.56 1.99 -0.03 0.75
O -0.28 3.07 0.45 -0.66
C -1.52 1.85 -1.23 -0.95
N -2.75 1.19 -0.87 -0.07
C -2.85 -0.15 -0.78 0.41
O -1.91 -0.91 -0.99 -0.76
C -4.19 -0.65 -0.43 0.45
C -4.63 -1.94 -0.29 -0.50
C -5.99 -1.87 0.05 -0.16
C -6.28 -0.54 0.09 -0.22
Br -7.87 0.36 0.46 -0.11
O -5.21 0.21 -0.20 -0.35
C 2.69 -1.02 1.28 -0.64
C 3.91 -1.43 0.77 -0.64
H 6.12 -2.09 -0.49 0.35
H 6.11 -0.72 -1.61 0.36
H 6.80 -0.53 0.00 0.29
H 4.73 1.34 -0.95 0.38
H 2.56 2.07 -0.05 0.44
H 0.46 -0.02 2.24 0.41
H 0.93 1.68 1.95 0.41
H -0.37 -0.03 -0.08 0.27
H -1.02 1.25 -2.00 0.29
H -1.74 2.84 -1.61 0.38
H -3.53 1.76 -0.59 0.28
H -4.03 -2.82 -0.42 0.52
H -6.67 -2.68 0.24 0.50
H 2.12 -1.69 1.90 0.31
H 4.28 -2.41 1.01 0.32


40
Properties=species:S:1:pos:R:3:mulliken_charge:R:1 method="wB97M-V/def2-TZVPD" e_homo_ev="-17.856 / -18.761" s_squared=0.8056 largest_force_ev_per_a=0.94 multiplicity=2 e_above_lowest_kcal_mol=42.4 charge=+3 total_energy_ev=-81196.1272 gap_ev="6.067 / 6.287"
Ir 0.05 -0.09 -0.04 1.40
I -0.83 -2.20 -1.16 0.24
C 1.03 -2.59 -2.01 0.75
C 1.25 -3.68 -2.82 -0.58
C 2.53 -3.89 -3.33 -0.66
C 3.56 -3.01 -3.00 -0.76
C 3.33 -1.90 -2.17 0.63
C 4.37 -1.02 -1.81 -0.58
C 4.13 0.07 -0.97 -1.18
C 2.85 0.29 -0.48 -0.55
C 1.78 -0.56 -0.81 0.51
C 2.03 -1.67 -1.66 0.43
H 0.46 -4.38 -3.07 0.43
H 2.73 -4.74 -3.97 0.45
H 4.56 -3.18 -3.39 0.48
H 5.37 -1.18 -2.19 0.49
H 4.94 0.73 -0.69 0.45
H 2.67 1.14 0.18 0.50
C -1.75 2.51 -3.54 -0.58
O -1.80 2.44 -2.05 -0.36
P -1.06 1.61 -1.01 0.71
O -2.05 1.15 0.10 -0.33
C -3.52 1.28 0.34 -0.63
O -0.01 2.49 -0.25 -0.29
C 0.62 3.80 -0.50 -0.72
H -2.36 3.37 -3.78 0.26
H -2.18 1.59 -3.93 0.33
H -0.73 2.65 -3.85 0.34
H -3.62 1.57 1.38 0.29
H -3.96 0.31 0.15 0.32
H -3.90 2.04 -0.32 0.31
H 0.87 4.19 0.48 0.27
H -0.09 4.45 -1.00 0.36
H 1.51 3.64 -1.10 0.35
Cl -0.65 -1.37 5.32 -0.03
C 0.42 -0.12 4.71 0.94
Cl -0.08 1.49 5.22 -0.04
Cl 2.10 -0.44 5.09 -0.03
C 0.31 -0.14 3.23 -0.02
N 0.22 -0.15 2.09 -0.87


75
Properties=species:S:1:pos:R:3:mulliken_charge:R:1 method="wB97M-V/def2-TZVPD" e_homo_ev=-10.848 largest_force_ev_per_a=1.96 e_above_lowest_kcal_mol=4.3 total_energy_ev=-579306.5189 gap_ev=10.891
C -0.14 -5.02 3.87 -0.13
Cl 0.22 -4.57 2.16 -0.06
Cl -1.58 -5.98 3.90 -0.10
Cl -0.33 -3.56 4.92 -0.06
H 0.66 -5.63 4.29 0.35
C -0.63 0.67 5.27 0.58
Cl 0.97 -0.07 5.43 -0.12
Cl -0.71 2.21 6.14 -0.08
Cl -1.91 -0.46 5.94 -0.13
H -0.76 0.76 4.19 -0.29
C -5.05 3.96 0.36 0.15
Cl -5.50 5.20 -0.77 -0.11
Cl -4.08 2.69 -0.43 -0.02
Cl -6.59 3.32 1.05 -0.14
H -4.50 4.35 1.22 0.11
C -4.61 2.83 5.08 -0.13
Cl -3.45 4.16 4.91 -0.10
Cl -4.22 1.55 3.92 0.00
Cl -6.24 3.49 4.80 -0.11
H -4.65 2.42 6.09 0.33
C -0.08 0.40 0.38 0.07
Cl -0.27 0.89 -1.29 0.11
Cl 0.68 -1.20 0.42 0.19
Cl -1.65 0.50 1.29 0.14
H 0.68 1.03 0.84 -0.32
C -0.14 4.65 0.78 0.00
Cl 0.07 6.37 0.96 -0.12
Cl -0.69 4.22 -0.85 0.03
Cl -1.35 4.03 2.01 0.00
H 0.84 4.22 0.99 0.10
C 5.09 -2.05 2.14 0.12
Cl 5.98 -1.06 3.27 -0.11
Cl 3.34 -2.34 2.44 0.01
Cl 5.91 -3.61 2.06 -0.10
H 5.20 -1.59 1.16 0.07
C -1.13 6.08 -4.87 0.01
Cl -1.23 4.40 -4.30 -0.05
Cl -2.56 6.63 -5.78 -0.12
Cl 0.31 6.15 -5.88 -0.12
H -0.93 6.70 -4.00 0.28
C 1.12 1.32 -6.20 0.35
Cl -0.29 2.09 -6.71 -0.08
Cl 1.57 1.85 -4.55 -0.05
Cl 2.37 1.53 -7.38 -0.14
H 0.97 0.24 -6.14 -0.12
C -4.32 -2.36 1.49 0.20
Cl -5.94 -2.99 1.41 -0.14
Cl -3.16 -3.58 1.06 -0.07
Cl -4.01 -1.83 3.14 -0.08
H -4.29 -1.47 0.86 0.08
C 4.18 0.02 -2.60 0.54
Cl 5.14 1.14 -1.65 -0.15
Cl 4.19 -1.58 -1.88 -0.09
Cl 4.62 -0.03 -4.28 -0.10
H 3.13 0.31 -2.48 -0.24
C 3.28 1.69 3.10 -0.04
Cl 1.60 2.26 3.15 0.00
Cl 4.28 3.03 3.68 -0.12
Cl 3.66 1.11 1.44 0.03
H 3.27 0.87 3.81 0.15
C -2.33 -1.76 -4.02 0.63
Cl -1.63 -0.44 -5.00 -0.05
Cl -3.55 -2.61 -4.89 -0.12
Cl -2.94 -1.06 -2.50 -0.05
H -1.51 -2.45 -3.78 -0.44
C 1.32 -3.79 -4.25 -0.29
Cl 0.42 -4.33 -2.76 -0.09
Cl 1.42 -1.95 -4.39 0.09
Cl 0.53 -4.52 -5.66 -0.10
H 2.29 -4.28 -4.12 0.40
C 3.89 -6.70 -0.33 -0.07
Cl 5.63 -6.80 0.03 -0.12
Cl 3.49 -7.15 -2.03 -0.13
Cl 3.21 -5.06 0.05 0.00
H 3.37 -7.45 0.27 0.32


50
Properties=species:S:1:pos:R:3:mulliken_charge:R:1 method="wB97M-V/def2-TZVPD" e_homo_ev=-12.233 largest_force_ev_per_a=9.84 charge=+1 total_energy_ev=-108255.6697 gap_ev=6.740
C 1.70 2.97 -0.67 -0.62
C 2.54 1.69 -0.07 -0.46
C 2.27 0.27 -0.91 -0.71
I 3.85 -1.14 -0.24 0.20
C 0.80 -0.28 -0.39 0.13
O 1.03 -1.08 0.85 -0.35
C -0.31 -1.23 1.44 0.73
C -0.28 -1.92 2.96 0.00
O 0.89 -2.34 3.52 -0.43
N -1.55 -2.14 3.80 -0.24
C -2.52 -0.97 3.61 0.61
O -3.79 -1.12 3.20 -0.43
F -2.08 0.46 3.82 -0.23
C -1.20 -2.21 0.48 -0.83
N -0.61 -2.41 -0.92 -0.08
C -0.02 -1.15 -1.51 -0.13
C -1.07 -0.14 -2.25 -0.19
O -0.51 0.86 -2.99 -0.46
C -2.70 -0.19 -2.23 0.69
F -3.15 0.42 -3.54 -0.27
F -3.30 -1.54 -2.20 -0.31
C -3.42 0.70 -1.06 0.56
F -4.81 0.12 -0.88 -0.30
F -2.78 0.63 0.28 -0.23
C -3.66 2.28 -1.43 0.74
F -2.52 2.93 -2.13 -0.24
F -4.95 2.36 -2.20 -0.26
C -3.97 3.10 0.00 0.27
O -5.25 3.06 0.41 -0.45
O -2.93 3.86 0.75 -0.44
H 2.34 3.63 -1.40 0.35
H 0.78 2.53 -1.29 0.05
H 1.26 3.55 0.26 0.23
H 3.68 1.96 -0.13 0.37
H 2.25 1.44 1.06 0.28
H 2.30 0.42 -2.08 0.46
H 0.15 0.70 -0.19 0.11
H -0.74 -0.15 1.61 0.15
H -2.03 -2.94 3.30 0.39
H -1.15 -3.29 0.98 0.42
H -2.35 -1.95 0.44 0.25
H 0.21 -3.07 -0.76 0.54
H -1.26 -2.94 -1.56 0.45
H 0.78 -1.48 -2.34 0.34
H -2.19 4.09 0.12 0.37
C 8.05 -1.67 0.49 0.30
Cl 8.58 -1.75 -1.21 -0.08
Cl 6.84 -0.38 0.68 -0.11
Cl 7.34 -3.23 0.97 -0.09
Cl 9.46 -1.31 1.53 -0.08


37
Properties=species:S:1:pos:R:3:mulliken_charge:R:1 method="wB97M-V/def2-TZVPD" e_homo_ev=-8.460 largest_force_ev_per_a=0.91 e_above_lowest_kcal_mol=13.6 total_energy_ev=-48279.6662 gap_ev=9.091
C -4.87 4.37 0.94 -1.12
C -4.47 3.31 -0.08 -0.29
C -3.01 2.96 0.02 0.65
O -2.30 3.14 0.97 -0.60
O -2.58 2.42 -1.14 -0.38
C -1.27 1.88 -1.10 -0.44
C -1.22 0.68 -0.16 0.63
O -2.23 0.14 0.27 -0.75
N 0.04 0.27 0.12 -0.40
C 0.10 -0.74 0.94 0.55
S -1.28 -1.56 1.62 0.00
C -0.20 -2.63 2.48 -0.41
C 1.09 -2.34 2.23 -0.46
N 1.25 -1.27 1.38 0.31
C 2.54 -0.80 0.91 -1.75
C 2.98 -1.59 -0.30 0.43
C 2.45 -1.27 -1.54 -0.18
C 2.79 -2.00 -2.67 -0.85
C 3.68 -3.06 -2.56 -0.31
C 4.22 -3.39 -1.33 -0.61
C 3.86 -2.66 -0.21 0.54
Cl 4.54 -3.12 1.32 -0.23
H -4.38 5.32 0.72 0.31
H -4.57 4.06 1.94 0.29
H -5.95 4.53 0.93 0.36
H -5.02 2.39 0.11 0.23
H -4.69 3.63 -1.10 0.27
H -0.54 2.62 -0.75 0.32
H -1.03 1.57 -2.12 0.31
H -0.58 -3.40 3.11 0.43
H 1.96 -2.83 2.62 0.37
H 3.26 -0.90 1.72 0.62
H 2.41 0.25 0.64 0.46
H 1.75 -0.45 -1.61 0.52
H 2.37 -1.74 -3.63 0.39
H 3.96 -3.62 -3.44 0.37
H 4.91 -4.21 -1.24 0.41